C35H48IrN2P2Se2Si2 | ωB97M-V/def2-TZVPD

XYZ file:
```
92
Properties=species:S:1:pos:R:3:forces:R:3
Ir -1.45357 0.40211 0.05858 0.7 0.1 -0.1
C -1.90517 -1.78349 4.04228 0.3 0.8 -0.1
Si -1.29217 -0.00599 3.71268 -0.7 0.0 0.1
C -2.80627 1.14421 3.49678 0.5 -0.6 0.2
C -0.22337 0.64231 5.14968 -0.3 -0.3 -0.5
N -0.51347 0.08791 2.16408 0.4 -0.1 0.0
P 1.04003 0.09881 1.69148 -0.5 0.1 0.4
C 0.71403 0.42241 0.01888 0.2 -0.7 -0.1
P 0.93873 0.00161 -1.64892 -0.6 0.5 -0.2
N -0.61357 0.11921 -2.11962 0.3 -0.2 0.1
Si -1.17767 -0.11799 -3.75082 -0.6 -0.2 -0.3
C -2.45447 1.24721 -4.11762 0.6 -0.6 0.1
C 0.22053 -0.10769 -5.03982 -0.5 0.1 0.6
C -2.08227 -1.80489 -3.87252 0.4 0.7 0.0
C 1.50723 -1.69209 -1.98272 -0.1 0.4 0.2
C 0.50423 -2.62409 -1.70312 -0.1 0.1 0.0
C 0.70413 -3.96609 -1.94762 0.0 -0.1 0.0
C 1.90503 -4.38719 -2.49992 -0.1 0.0 0.0
C 2.92123 -3.47519 -2.72472 0.1 0.0 0.0
C 2.74283 -2.12989 -2.44342 0.0 0.1 0.0
C 1.92803 1.32331 -2.39912 -0.1 -0.4 0.2
C 1.56043 2.58791 -1.93992 0.0 0.0 0.1
C 2.18413 3.71721 -2.42802 0.1 0.1 0.0
C 3.18143 3.58821 -3.38322 0.0 0.0 -0.1
C 3.54223 2.33601 -3.85292 0.0 0.0 -0.1
C 2.91223 1.20091 -3.36932 0.0 -0.1 0.1
C 1.90263 -1.40429 2.25058 -0.2 0.4 -0.3
C 2.04413 -2.51509 1.43028 0.0 0.1 -0.1
C 2.55163 -3.69709 1.94168 0.0 -0.1 0.0
C 2.91773 -3.77489 3.27568 0.0 0.0 -0.1
C 2.78073 -2.66699 4.09788 0.0 -0.1 0.1
C 2.26743 -1.48839 3.59098 0.0 0.1 0.0
C 1.93273 1.52791 2.36338 -0.2 -0.3 -0.3
C 1.20773 2.71551 2.29458 -0.1 0.0 0.0
C 1.75183 3.89021 2.77198 0.0 0.1 0.0
C 3.02703 3.88601 3.31618 0.0 0.0 0.0
C 3.75653 2.71071 3.36778 0.2 0.0 0.1
C 3.22193 1.52891 2.88278 -0.1 -0.1 0.0
H -2.41697 -1.83909 4.99668 -0.1 0.0 0.3
H -1.09237 -2.50339 4.05748 0.2 -0.1 0.0
H -2.61377 -2.09609 3.27748 -0.1 0.0 -0.1
H -3.49557 1.05561 4.32908 -0.2 0.0 0.2
H -3.35677 0.89411 2.59208 0.0 0.0 -0.1
H -2.48897 2.18051 3.43488 0.1 0.2 0.0
H -0.83327 1.18681 5.86358 -0.2 0.1 0.1
H 0.54883 1.31971 4.79578 0.1 0.1 -0.1
H 0.25703 -0.17159 5.68328 0.1 -0.2 0.1
H -2.08637 2.22711 -3.83092 0.1 0.1 0.0
H -3.38207 1.06761 -3.58062 -0.2 0.0 0.1
H -2.69437 1.26821 -5.17382 -0.1 0.0 -0.3
H 0.65273 0.88291 -5.15102 0.1 0.1 0.0
H -0.15947 -0.42119 -6.00822 -0.1 -0.1 -0.1
H 1.01463 -0.79449 -4.75602 0.1 -0.1 0.0
H -2.64127 -2.03149 -2.97012 -0.1 0.0 0.2
H -1.37987 -2.61699 -4.03612 0.1 -0.1 0.0
H -2.79007 -1.80089 -4.69612 -0.1 0.0 -0.2
H -0.43237 -2.26419 -1.28852 0.0 -0.1 -0.1
H -0.06737 -4.68459 -1.71222 -0.1 0.0 0.0
H 2.04823 -5.42709 -2.74842 0.1 -0.1 0.0
H 3.86323 -3.81559 -3.12312 0.1 0.0 0.0
H 3.56523 -1.44529 -2.58652 0.0 0.1 0.0
H 0.77623 2.66731 -1.19932 0.0 0.1 0.1
H 1.90103 4.69511 -2.06582 0.0 0.0 0.0
H 3.66683 4.46641 -3.77572 0.1 0.1 0.0
H 4.31533 2.23921 -4.60122 0.0 0.0 -0.1
H 3.17913 0.23481 -3.76652 0.0 -0.1 -0.1
H 1.76843 -2.45519 0.38978 0.0 0.0 0.0
H 2.65903 -4.55849 1.29778 0.0 0.0 0.0
H 3.31133 -4.69699 3.67358 0.1 -0.1 0.1
H 3.07293 -2.73059 5.13558 0.0 0.0 0.1
H 2.15123 -0.63199 4.23638 0.0 0.1 0.1
H 0.20623 2.68471 1.88248 0.0 0.1 0.0
H 1.18423 4.80721 2.74028 -0.1 0.1 0.0
H 3.45203 4.79691 3.70718 0.0 0.1 0.0
H 4.74433 2.70951 3.80438 0.1 0.0 0.0
H 3.80283 0.61671 2.92778 0.0 0.0 0.0
C -3.41527 -2.79769 -0.12492 0.0 0.0 -0.1
Se -3.65467 -1.01319 0.60858 -0.2 0.6 -0.6
C -4.67397 -0.20239 -0.89512 0.1 -0.3 0.0
C -4.76467 1.30451 -0.76162 0.1 0.2 0.0
Se -3.03547 2.27411 -0.97862 -0.2 -0.6 0.4
C -3.33407 3.59241 0.42798 0.0 -0.1 0.0
H -2.98637 -2.75019 -1.12182 0.0 0.0 0.0
H -4.37667 -3.30879 -0.14922 0.1 0.1 0.0
H -2.73447 -3.31519 0.54658 0.0 0.0 0.0
H -5.68157 -0.63309 -0.88712 0.2 0.1 0.0
H -4.17647 -0.49449 -1.82512 0.0 0.0 0.2
H -5.13937 1.58411 0.22568 0.0 0.1 -0.1
H -5.44177 1.69411 -1.52742 0.1 0.0 0.1
H -3.37127 3.09831 1.39338 0.0 0.0 0.1
H -4.26457 4.11831 0.22388 0.0 0.0 0.0
H -2.50597 4.29701 0.39488 0.0 0.0 0.0
```
Positions in Å, forces in eV/Å.

Its total charge is +1. For the LUMO energy (alpha / beta), the calculation gives -1.9 / -4.2 eV. For the HOMO energy (alpha / beta), the calculation gives -8.99 / -10.56 eV. As for the spin multiplicity: 5. The molar mass is 965.040 g mol⁻¹.

Here are the Löwdin charges for atoms 1 to 2, given in e: 0.8530, -0.1630